Entry 1:
{
  "formula": "C4H12N2",
  "method": "ωB97M-V/def2-TZVPD",
  "orbital_gap_ev": 9.681,
  "total_energy_ev": -7320.86631,
  "relative_energy_kcal_mol": 49.87,
  "total_charge": 0,
  "elements": ["N", "N", "C", "C", "C", "C", "H", "H", "H", "H", "H", "H", "H", "H", "H", "H", "H", "H"],
  "positions_angstrom": [[-0.1763, 0.5204, -0.1143], [2.4581, -0.4859, -0.3385], [-1.2659, -0.0904, 0.0440], [2.7343, -0.5099, 0.8771], [-2.4709, 0.4248, 0.7811], [-1.4006, -1.4607, -0.5381], [-2.5616, -0.0957, 1.7335], [2.8063, 2.9508, -2.0499], [-0.4462, -1.7999, -0.9281], [2.0704, -0.2023, 1.6957], [-0.1276, 1.4516, 0.2911], [-3.3762, 0.2332, 0.2101], [-1.7584, -2.1589, 0.2158], [3.7128, -0.8671, 1.1815], [-2.1290, -1.4412, -1.3482], [2.8026, 2.1775, -2.1314], [1.5194, -0.1399, -0.5581], [-2.3910, 1.4933, 0.9766]],
  "forces_ev_per_angstrom": [[0.3, 0.4, -0.2], [0.4, -0.2, -1.2], [-0.4, -0.1, 0.1], [0.0, 0.0, 0.6], [0.2, 0.2, 0.0], [0.1, -0.1, -0.1], [-0.1, -0.1, 0.1], [0.0, -1.1, -0.1], [0.0, 0.0, 0.0], [-0.2, 0.1, -0.1], [-0.4, 0.0, 0.1], [-0.1, 0.0, 0.0], [-0.1, -0.1, 0.0], [0.2, -0.1, 0.2], [-0.1, -0.1, 0.0], [0.0, 1.1, 0.1], [0.1, 0.0, 0.4], [0.0, 0.0, 0.0]],
  "lowdin_charge": [0.1172, 0.0060, -0.4702, -0.1817, -0.0420, -0.0460, 0.0847, 0.0035, 0.0748, 0.0505, 0.0739, 0.0793, 0.0824, 0.0417, 0.0846, -0.0017, -0.0327, 0.0756]
}


Entry 2:
{
  "formula": "C4H12N2",
  "method": "ωB97M-V/def2-TZVPD",
  "orbital_gap_ev": 9.609,
  "total_energy_ev": -7320.06440,
  "relative_energy_kcal_mol": 68.36,
  "total_charge": 0,
  "smiles": "C=NC.CNC",
  "elements": ["N", "N", "C", "C", "C", "C", "H", "H", "H", "H", "H", "H", "H", "H", "H", "H", "H", "H"],
  "positions_angstrom": [[1.7471, 1.9530, 1.3746], [-0.4086, -2.6014, -1.0672], [0.5135, 1.7325, 1.3717], [-1.4531, -2.5035, -2.1313], [-0.7283, -1.6110, -0.0329], [2.1184, 3.4117, 1.3487], [3.0673, 3.6523, 0.9323], [-1.0377, -2.6533, -3.1055], [-1.8089, -1.4208, 0.0206], [0.2380, 0.7135, 1.5471], [-2.0391, -1.4943, -2.0833], [-0.3460, -1.7786, 0.8639], [2.1345, 3.7415, 2.4622], [-0.2708, -3.5781, -0.7865], [-2.2237, -3.2315, -2.1167], [-0.4542, -0.6870, -0.6049], [-0.3016, 2.3779, 1.0185], [1.2532, 3.9771, 0.9886]],
  "forces_ev_per_angstrom": [[1.0, 2.0, 0.7], [-1.1, -0.5, -0.7], [-0.2, -0.8, -1.0], [0.0, 1.7, 0.5], [-2.1, 1.5, -5.7], [-1.9, -0.6, 2.6], [0.5, -0.1, -0.6], [0.6, 0.4, -0.7], [-0.2, -0.6, 0.6], [-0.4, -0.6, 0.0], [1.5, -1.6, -0.2], [2.1, -0.5, 3.8], [0.4, -0.7, -1.7], [-0.4, 0.8, 0.2], [-0.9, -1.0, 0.7], [0.5, -0.1, 1.5], [0.3, 0.5, 0.5], [0.4, 0.3, -0.6]],
  "lowdin_charge": [-0.0743, -0.1743, -0.1118, -0.1477, -0.1581, -0.1314, 0.0460, 0.0515, 0.0670, 0.0380, 0.1057, 0.0211, 0.1014, 0.0972, 0.0466, 0.0899, 0.0785, 0.0548]
}


Molecular weight, record by record: 88.15, 88.15 g/mol